ORCA calculation (ωB97M-V with the def2-TZVPD basis set) on a structure of composition C2H3FO2 at a distorted geometry.

XYZ file:
```
8
Properties=species:S:1:pos:R:3:nbo_charge:R:1
C 0.957 -0.453 0.314 -0.19
C 0.707 0.723 -0.296 0.69
O 1.890 0.722 -0.726 -0.47
O -2.020 -0.465 0.061 -0.89
F -0.079 1.696 -0.174 -0.24
H 1.151 -1.410 0.207 0.21
H -1.449 0.038 0.776 0.45
H -1.158 -0.850 -0.163 0.44
```

## Properties
- spin multiplicity = 1
- charge = 0
- total energy (eV) = -8929.682